1.
Below is 8 unconnected molecules or ions with the total composition C30H68ClFO23S7Si at a distorted geometry, with properties calculated with ωB97M-V with the def2-TZVPD basis set.

As for the SMILES: OCC[Si@@](F)(Cl)COc1ccccc1.CCOS(C)(=O)=O.CCOS(C)(=O)=O.CCOS(C)(=O)=O.CCOS(C)(=O)=O.CCOS(C)(=O)=O.CCOS(C)(=O)=O.CCOS(C)(=O)=O. Its spin multiplicity is 1. The total energy is -6550.9249 a.u.

```
131
Properties=species:S:1:pos:R:3:forces:R:3
O -7.8813 -1.1247 -0.9874 1.32 0.37 -0.19
H 2.5213 -6.9594 5.4772 0.06 2.22 -2.09
O 0.5318 -4.0267 -5.6213 -0.26 -0.01 1.23
H 0.3146 -6.5451 3.6896 2.29 1.52 -0.06
C 1.2759 -5.8631 3.6321 2.84 2.39 -0.56
C 2.7042 -3.7088 2.4635 0.20 -2.00 2.06
H 6.6946 -10.0121 3.9351 -0.14 0.05 0.10
C -3.8334 11.6827 -2.2919 0.05 -0.07 0.35
H 3.2282 5.2070 -3.5642 -0.06 -0.01 0.12
O -0.5086 3.9486 -1.9019 -0.44 -0.49 0.50
C 3.4362 1.8938 3.5789 -0.92 0.03 -0.99
O -2.9623 10.0445 -3.8616 0.58 -1.22 0.14
C -0.3392 -2.7903 -7.5238 -0.24 0.26 0.06
H 7.2982 -10.8172 8.3835 -0.06 0.14 0.07
H -2.8642 12.1908 -2.2983 -0.15 -0.02 -0.07
H 2.4958 4.1593 -2.3443 -0.08 0.20 0.06
O 5.4460 -0.3336 4.0895 -0.76 0.18 0.57
C 2.5542 -6.0771 4.6737 0.39 2.71 -2.63
O 4.0376 -8.8644 5.9512 0.64 -0.79 0.21
F -1.3189 -2.7980 -0.6370 -0.50 0.72 3.74
H 0.9536 -4.4963 -7.5539 0.00 -0.02 0.43
H 5.5401 -10.8270 8.4721 0.10 0.09 0.04
H -4.9925 10.3668 -3.5693 0.18 -0.09 0.00
H -7.0868 1.5086 -0.1893 0.05 -0.22 -0.16
O 6.4686 -9.1524 6.4860 -0.62 -0.22 -1.24
O -6.5855 -0.5094 -3.0384 -0.14 0.91 1.26
H -3.8390 11.0096 -1.4304 -0.02 0.09 -0.11
H 3.6832 5.4028 -1.8750 -0.15 -0.03 -0.02
C 1.3409 -4.6772 2.4903 3.58 -0.13 2.54
C 5.7377 -9.5018 4.0561 0.14 0.14 0.01
H -2.2724 -0.1580 -1.2801 0.07 -0.03 -0.15
H 0.8306 -5.1253 -3.0742 -0.07 0.17 -0.09
H 0.4436 -2.0387 -7.3822 -0.05 -0.14 -0.07
C -3.0492 4.5499 -1.6331 0.00 -0.01 -0.16
O -2.2678 2.2415 -2.4215 -0.24 1.59 0.65
O 0.3140 -4.3911 1.4758 1.69 -0.52 3.48
H -0.9885 -3.9305 3.2342 0.20 -0.30 -2.21
H 6.2276 -0.1699 6.9283 -0.18 0.08 -0.21
C 6.3879 -8.9206 7.8835 -0.08 -0.01 1.27
H -5.9378 -1.4746 -4.7064 -0.04 0.32 0.31
H 4.9982 -9.9360 3.3773 0.03 0.05 0.28
H -5.2223 -2.0663 -3.2082 -0.10 0.15 0.06
H 1.9814 0.3346 3.9685 0.00 0.12 -0.05
H 3.4726 9.8783 -2.7275 -0.11 -0.10 -0.11
H -0.4188 1.5408 -3.0551 -0.14 0.13 0.07
Si -1.6424 -2.4956 1.1067 -0.16 -0.72 -1.67
H -1.7286 -4.9588 1.7804 1.38 1.67 0.82
C -0.9929 -4.0757 2.0727 -1.13 -0.62 -0.44
C -1.2827 0.1737 -1.6089 0.21 0.07 0.26
H 4.8076 -5.2949 5.2927 -2.16 0.25 -1.45
H -3.8037 -1.2580 0.6450 0.50 -2.17 1.25
H 5.8384 -8.4314 3.8656 -0.05 -0.15 0.08
H -1.8353 0.6570 -3.6197 -0.12 0.37 0.13
S -0.5898 -3.8302 -4.4571 0.50 0.08 0.24
H 5.4934 -8.3374 8.1279 0.03 -0.08 -0.18
S 5.1609 -9.7436 5.7166 0.48 -0.23 -0.07
H 0.8978 5.9927 -3.0439 0.14 0.11 0.04
C 3.8892 -5.1273 4.5828 -2.94 0.80 -2.55
O -5.2054 -2.5015 3.1560 1.31 1.60 1.59
H 5.3277 1.3529 7.1853 0.01 -0.09 -0.15
O 1.3758 7.9452 -4.8031 0.86 -0.23 0.31
H 6.4657 -10.0237 9.7451 0.06 0.08 -0.14
H -4.6242 12.4237 -2.1417 0.08 -0.07 -0.14
O -2.2467 9.0032 -1.7012 -0.83 -0.38 -0.82
H -0.7900 0.6254 -0.7436 -0.04 -0.03 -0.12
H 4.9253 -3.1858 3.4099 -2.30 -1.67 0.21
C -7.2307 -2.7818 -3.6099 -0.20 -0.18 0.24
C -3.9217 -1.8357 2.8489 0.29 -0.14 -0.48
H -7.7952 1.5812 -1.8287 0.12 -0.12 0.06
S -1.7357 3.3823 -1.3885 -0.73 -0.61 -0.01
H -0.5732 -2.8659 -8.5899 0.11 -0.08 0.10
O -1.5401 -4.9172 -4.5290 0.38 0.99 -0.26
H -2.9000 5.3749 -0.9307 0.10 -0.20 -0.08
H 1.3072 -3.3910 -3.1129 -0.14 -0.07 -0.06
C -6.9179 1.2919 -1.2480 0.06 0.10 -0.14
H -3.0589 -2.2280 3.5409 -1.69 0.72 -0.95
S 2.5391 8.0848 -3.9562 0.56 -0.18 0.74
H -4.1915 -3.0940 0.8396 1.36 1.71 1.25
H 2.7671 -2.8247 1.6648 -0.31 -2.24 1.92
S 4.7066 0.2541 5.1840 -0.47 0.33 0.28
S -6.6678 -0.4570 -1.4129 -0.49 0.04 -0.48
C 5.8509 0.7390 6.4504 0.07 0.19 -0.03
H -4.0265 -0.6621 3.0023 0.36 -2.48 -0.48
H -1.2711 6.9740 -3.4712 -0.13 0.20 0.04
C -1.5642 7.9012 -3.9719 -0.13 0.24 -0.08
O -1.8385 2.8695 -0.0371 0.51 0.53 -1.11
H 1.3942 1.6233 2.9117 0.13 0.08 0.07
H 1.5660 1.8973 4.6643 0.06 0.02 -0.15
S -2.8226 8.6761 -2.9900 0.56 0.26 -0.33
C -6.1554 -1.7108 -3.6587 0.25 -1.24 -0.51
O -4.0437 7.9120 -3.1119 0.53 0.61 0.48
C -3.5448 -2.2166 1.2993 -0.64 1.56 -0.53
H 7.2554 -8.3116 8.1616 -0.12 -0.04 -0.42
H 1.3190 6.0717 -1.3343 0.05 0.38 -0.22
H -7.4279 -3.0964 -2.5815 0.04 0.02 -0.13
C -4.0460 10.9180 -3.5863 -0.86 0.81 0.42
H -1.2332 -2.4253 -7.0111 0.10 -0.07 -0.07
H -1.9689 7.6808 -4.9617 0.04 0.08 0.17
O 4.2174 1.7467 4.7543 0.95 -0.80 0.88
H -8.1726 -2.4022 -4.0176 0.16 -0.04 -0.02
H 6.6748 1.2917 5.9944 -0.17 -0.08 0.03
O 3.6000 -0.4323 5.8195 1.05 0.38 -0.83
C 2.0116 1.4129 3.7901 -0.17 -0.31 0.09
Cl -0.5682 -0.8018 1.8620 -0.72 -1.23 -0.77
H -0.6952 -0.6988 -1.9097 -0.18 0.13 -0.09
O 2.1871 7.5163 -2.4714 0.33 1.39 -0.98
C 6.4273 -10.2193 8.6693 -0.19 -0.31 0.03
H -0.6950 -4.8802 -7.0627 0.06 0.07 0.18
H 1.7576 10.1806 -3.1790 0.14 -0.11 -0.03
O -5.3741 -0.7954 -0.8636 -0.98 -0.08 -0.41
H -6.9266 -3.6665 -4.1772 0.04 0.18 0.00
C 1.7220 6.1815 -2.3473 -0.27 -1.41 0.12
H 3.0550 10.3363 -4.4040 -0.07 -0.26 0.08
H -6.0262 1.8147 -1.5998 -0.11 -0.15 0.02
H -0.1101 -3.9094 -2.1551 -0.05 0.03 -0.25
C 0.4738 -4.0935 -3.0615 0.10 -0.10 -0.07
H -3.0111 4.9201 -2.6596 -0.02 -0.09 0.15
C 3.9853 -3.9010 3.4864 -4.08 -2.97 -0.04
H -4.0024 4.0594 -1.4296 0.18 0.02 -0.03
C 2.8444 5.1775 -2.5409 0.22 -0.13 -0.26
H -0.7054 8.5709 -4.0409 -0.20 -0.16 0.02
O -1.0088 -2.4432 -4.4452 -0.04 -1.14 -0.18
C -1.4025 1.1665 -2.7515 0.79 -1.25 -0.11
H -4.1045 11.6329 -4.4147 0.24 -0.37 -0.04
H -5.4445 -2.1650 4.0763 0.32 -0.78 -1.80
H 3.4172 2.9617 3.3341 0.30 -0.16 0.29
O 5.0839 -11.1699 5.9604 -0.26 1.32 -0.02
H 3.9068 1.3783 2.7346 0.06 -0.02 0.19
C 0.1010 -4.1334 -6.9690 -0.42 0.11 -1.12
O 3.8401 7.5825 -4.3495 -1.36 0.31 0.01
C 2.7218 9.7936 -3.5147 -0.10 0.04 0.13
```
Forces are in eV/Å.

***

2.
Below is a molecular structure, C30H69ClGaO10P2 at a distorted geometry, with properties calculated with ωB97M-V with the def2-TZVPD basis set.

Its spin multiplicity is 1. Its total charge is -1. The total energy is -5004.6118 a.u. The calculation puts the energy above the lowest of the compared OMol25 structures with the same formula, charge and spin at 0.0 kJ/mol.

```
113
Properties=species:S:1:pos:R:3:forces:R:3
C 1.6940 -3.4063 3.1721 0.72 -0.26 -0.27
C -5.2349 -3.3310 -1.8619 0.52 0.91 -0.38
H 8.5703 3.1093 5.6165 0.01 0.01 -0.04
C 7.6439 2.8081 5.1250 -0.15 0.04 0.05
H -2.6921 4.4608 -3.8279 -0.27 -0.10 0.12
H -4.4547 3.1440 -4.6687 -0.15 -0.32 -0.01
H 2.5556 -2.8274 2.8322 -0.15 0.23 0.06
C -5.7486 -1.4333 1.2296 -0.19 0.54 -0.82
H 1.3276 2.6501 -5.1189 0.18 -0.02 0.00
Ga -4.3217 -2.0915 -3.2596 -0.57 -0.08 0.16
H -2.0602 -2.6783 -5.6366 0.06 -0.18 -0.07
H -7.4831 -0.1936 1.7879 -0.14 -0.24 0.13
C -5.4520 -0.3929 -3.3884 0.43 0.22 0.32
H 3.2299 4.3533 -0.7043 -0.03 -0.08 -0.03
H 5.9464 0.1161 3.9376 -0.03 -0.05 0.05
H 5.1933 0.5085 2.3954 -0.03 0.04 0.01
H 7.5347 4.4849 3.7631 -0.02 -0.01 -0.05
C -7.1862 -0.9143 1.0236 0.53 -0.13 0.02
C -2.4565 3.3930 -3.9006 0.17 0.43 -0.88
H -3.8490 0.5803 -5.1772 0.16 -0.38 0.23
H 3.0774 1.1478 3.5904 0.10 0.20 -0.16
H -0.3266 -1.9641 -3.3127 0.20 0.61 -0.23
H 1.8900 -4.7491 1.5189 0.07 0.08 0.04
H 0.7076 -3.4529 1.2553 0.07 0.01 -0.02
C -0.3343 -4.9679 6.0440 -0.16 -0.29 0.07
H -4.3529 1.1135 -2.2159 0.19 -0.22 -0.06
H -2.9937 -2.1939 2.0093 0.06 -0.16 0.05
C -3.4972 2.6201 -4.7364 0.49 0.52 0.41
H 5.5806 2.7467 -4.1474 -0.05 0.03 0.02
H 2.0478 3.7203 -3.8831 0.25 -0.17 -0.24
H -4.9419 -0.7630 -0.6153 0.09 -0.14 -0.21
C -1.3242 -0.8450 1.9559 0.22 0.02 0.26
H 1.5791 0.7068 -3.6903 0.02 -0.02 0.11
H -5.6985 -2.2947 1.8985 -0.07 0.04 0.03
C -2.3388 -1.8384 -2.6671 -0.10 -0.23 -1.05
H -0.7507 -1.3602 1.1872 -0.10 0.03 -0.10
H -7.2179 -0.3981 0.0616 -0.15 -0.02 0.02
O -1.5125 -2.5513 5.6347 1.63 2.79 0.12
H 7.5975 1.7196 5.0919 0.06 -0.01 -0.03
C -1.0562 3.3104 -4.5619 -0.12 -0.22 1.41
O 4.9863 4.8986 2.9003 -0.39 0.51 3.20
H -2.0740 -2.7431 -2.1102 -0.12 0.18 0.27
C 3.5176 1.5722 -3.3258 -0.72 -0.23 0.57
C 7.5694 3.3922 3.7248 0.21 0.05 0.14
H -7.8642 -1.7645 0.9735 -0.21 0.20 0.02
H -2.6276 0.8481 -3.8757 -0.01 -0.23 -0.22
H 6.8073 3.1491 5.7382 0.04 0.01 0.01
O -1.5133 -2.9524 3.1849 0.45 0.50 0.51
C 3.8662 3.7564 -0.0515 0.22 0.02 0.37
H -0.6081 -0.3857 2.6449 -0.04 0.03 -0.01
C 4.0202 1.0668 4.1266 -0.50 -0.68 0.18
H -1.9038 -0.0507 1.4869 -0.04 -0.06 -0.04
H 2.9293 4.4942 1.7572 0.17 0.01 0.09
H -5.9236 -3.9866 -2.3967 -0.19 -0.01 0.30
H 4.5763 -0.8431 3.3440 -0.07 0.03 0.10
C -3.5947 1.1522 -4.2793 -0.63 0.67 -0.30
H 3.7791 0.6249 5.0954 0.12 0.24 0.10
H 8.4567 3.1098 3.1582 -0.09 -0.04 -0.10
H -5.9538 -0.3726 -4.3644 0.06 -0.11 0.01
H 2.0710 -4.0894 3.9314 -0.26 -0.02 0.11
C -2.2343 -1.8108 2.6883 -0.17 0.32 -0.24
H 5.6876 3.9290 -2.8234 0.02 -0.04 0.00
P -0.5838 -2.7861 4.5014 -1.35 -5.73 -1.87
O -5.9900 -2.5136 -0.9261 -0.02 -0.82 0.30
C 1.1109 -4.1478 1.9913 -0.34 -0.06 0.03
C -4.7058 0.9421 -3.2374 -0.56 0.35 -0.38
H -0.3204 2.3983 -2.7826 0.14 0.01 0.06
H -2.0881 -3.7601 -4.2686 0.00 0.03 -0.01
H -4.4365 -2.8699 -4.6767 0.21 0.02 0.00
H -5.4361 1.7487 -3.4124 0.04 0.02 0.08
C -1.2917 -1.7849 -3.8063 0.01 -0.90 0.94
H -0.3921 -4.2296 6.8424 -0.11 0.09 -0.09
H -4.1505 -2.2084 0.0137 -0.07 -0.16 -0.23
H -0.8488 4.2175 -5.1357 -0.12 -0.19 -0.29
C 1.9981 1.6326 -3.2878 0.18 0.58 -0.25
C 3.2157 3.5486 1.2991 -0.04 0.15 -0.41
C 1.4218 2.8423 -4.0481 -0.62 0.03 0.93
P 4.9604 3.4828 3.3414 0.31 -3.23 -5.35
C -1.4967 -2.9826 -4.7563 -0.10 0.22 0.07
H -5.1336 -0.6163 1.6252 0.02 -0.20 0.28
O 4.0339 2.7661 -2.7540 0.35 -0.30 -1.07
H -1.4371 -6.6526 5.2863 0.05 -0.03 0.04
H -2.4474 -5.2973 5.7494 0.03 0.11 0.11
O -0.1585 -4.3469 4.7747 0.28 0.44 -0.14
O 4.5410 2.3700 4.4335 0.30 2.42 1.17
C 0.0204 3.1790 -3.4662 -0.11 -0.03 -1.17
H -1.3016 -0.8269 -4.3233 0.11 -0.03 -0.03
H 0.5595 -5.5714 6.2268 0.04 0.04 -0.11
H -0.5468 -3.4441 -5.0388 0.00 0.20 -0.17
H 1.6571 1.7300 -2.2541 0.19 -0.20 0.06
H 6.0380 2.2197 -2.5118 -0.10 -0.06 -0.01
C -5.1343 -1.7412 -0.1443 0.05 0.45 0.66
O 0.8068 -2.4429 3.7545 -0.76 2.07 1.54
H -3.1869 2.6854 -5.7856 -0.06 -0.04 0.02
C -1.5570 -5.8610 6.0276 -0.12 -0.03 -0.12
H 0.3070 -4.8168 2.2920 -0.01 0.03 0.05
H 3.8483 1.4319 -4.3631 0.20 0.12 0.07
O 4.0771 2.7946 2.1602 0.07 -0.04 0.56
H -1.7199 -6.3174 7.0057 0.02 0.00 0.00
H -2.7501 -1.3104 3.5125 0.01 -0.11 0.05
C 4.9944 0.1629 3.4081 0.23 0.19 -0.24
H 4.0554 2.8023 -0.5294 -0.12 -0.04 -0.01
H 2.3027 2.9611 1.1783 0.06 -0.10 0.09
H 0.0479 4.1292 -2.9252 0.05 -0.14 0.21
H -6.2546 -0.3993 -2.6403 0.05 -0.26 -0.01
H 4.8320 4.2559 0.0525 -0.08 0.14 0.11
H -2.4355 2.9958 -2.8827 0.05 -0.03 -0.03
O 6.4466 2.8971 2.9946 -0.39 0.28 0.59
C 5.3971 2.9089 -3.0789 0.14 0.34 0.26
H -4.5187 -3.9298 -1.2779 -0.14 -0.20 -0.08
H 3.8628 0.7306 -2.7076 0.09 -0.12 -0.28
Cl -2.0354 -0.4493 -1.5211 0.18 -0.11 0.05
H -1.0378 2.4321 -5.2128 0.20 0.07 -0.07
```
Forces are in eV/Å.

***

no.,HOMO energy (eV)
1,-8.12
2,-4.32